Record 1
92
Properties=species:S:1:pos:R:3:lowdin_charge:R:1 method="wB97M-V/def2-TZVPD" e_homo_ev="-15.2 / -15.2" multiplicity=3 max_force_ev_per_a=3.09 total_charge=+2
Cu 1.22418 0.66777 -1.59570 0.8879
Cu -2.14123 -0.34610 2.50666 0.9410
S -0.36073 0.34761 0.59680 0.3788
O -1.84231 0.24012 0.49586 -0.3081
O 0.14212 1.58914 -0.06307 -0.3064
O -0.14269 0.28847 2.04489 -0.2852
O 0.38892 -0.64496 -0.22238 -0.3111
C 4.12677 0.23509 1.62208 -0.1251
C 5.11969 -0.24546 0.55150 -0.1181
C 4.32216 -0.11867 -0.76506 -0.1503
O 3.07476 0.53845 -0.45367 -0.2293
C 3.20471 1.14677 0.85594 -0.1474
H 4.62428 0.72025 2.46017 0.1283
H 3.64294 -0.63515 2.07169 0.1212
H 5.43669 -1.28572 0.58543 0.1172
H 6.01489 0.37266 0.55842 0.1207
H 4.08195 -1.09270 -1.19568 0.1054
H 4.89645 0.41589 -1.52671 0.1197
H 2.21825 1.30160 1.28276 0.1044
H 3.61337 2.14894 0.68783 0.1330
C -0.46765 -4.32270 2.33691 -0.1102
C -1.76905 -4.57021 3.12810 -0.0988
C -2.51669 -3.24176 3.01523 -0.1283
O -1.50874 -2.23264 2.69408 -0.2065
C -0.56001 -2.89083 1.81918 -0.1553
H -0.22530 -4.97737 1.50329 0.1131
H 0.35929 -4.41713 3.04135 0.1252
H -1.53663 -4.77387 4.16703 0.1225
H -2.38808 -5.34426 2.68264 0.1293
H -2.96258 -2.94113 3.96570 0.1328
H -3.34455 -3.27274 2.30223 0.1343
H 0.41879 -2.43019 1.71510 0.1225
H -0.98634 -2.88149 0.81161 0.1083
C 3.39044 4.27915 -2.87083 -0.1137
C 2.84148 4.57361 -1.47139 -0.1286
C 1.58326 3.75280 -1.45852 -0.1753
O 2.03933 2.50030 -2.02282 -0.2335
C 3.01957 2.78917 -3.06423 -0.1181
H 4.46370 4.43641 -2.90082 0.1243
H 2.85736 4.88743 -3.59769 0.1247
H 2.67552 5.62542 -1.24715 0.1371
H 3.51904 4.20277 -0.69728 0.1183
H 0.76187 4.20324 -2.03171 0.1301
H 1.10357 3.62881 -0.48992 0.1013
H 2.55137 2.62533 -4.03374 0.1273
H 3.91478 2.17656 -2.97556 0.1188
C -2.64711 3.81738 3.14914 -0.1223
C -4.08905 3.32669 3.37679 -0.0940
C -4.07401 2.00262 2.65547 -0.1090
O -2.71521 1.48087 2.85822 -0.2283
C -1.78251 2.58298 2.94819 -0.1433
H -2.21065 4.51653 3.86148 0.1361
H -2.56751 4.41257 2.23997 0.0762
H -4.82545 3.96858 2.89973 0.1350
H -4.21356 3.31672 4.45708 0.1298
H -4.22598 2.05196 1.57842 0.1222
H -4.75223 1.24224 3.04499 0.1368
H -1.18627 2.69702 2.04115 0.0988
H -1.04420 2.38297 3.72393 0.1383
C -3.20636 2.74486 -1.14119 -0.1560
C -2.24181 3.19217 -2.22279 -0.1523
O -1.94242 4.54884 -1.90938 -0.1746
S -2.13974 4.86136 -0.34762 0.5998
O -3.17260 5.80863 -0.20181 -0.1737
O -0.87951 5.04043 0.25452 -0.1997
O -2.74999 3.41254 0.03806 -0.2228
H -3.12790 1.66906 -0.98975 0.1140
H -4.24410 3.00469 -1.35171 0.1455
H -2.68979 3.14383 -3.21146 0.1458
H -1.32872 2.59026 -2.17209 0.1070
C -2.25490 -2.79293 -3.46001 -0.1483
C -1.64432 -2.17735 -2.19550 -0.1806
O -2.27301 -2.81961 -1.10412 -0.2192
S -3.56060 -3.67906 -1.51291 0.5966
O -4.71015 -3.13233 -0.91436 -0.1972
O -3.23855 -5.04715 -1.39916 -0.1852
O -3.53218 -3.26630 -3.06291 -0.1649
H -1.69118 -3.63592 -3.86647 0.1381
H -2.33056 -2.05191 -4.25339 0.1369
H -1.83755 -1.10332 -2.12369 0.1156
H -0.56458 -2.32322 -2.15407 0.1099
C 2.69619 -4.34044 -2.33525 -0.1332
C 2.44634 -3.71282 -0.94795 -0.1788
O 1.87693 -4.70614 -0.12483 -0.2012
S 2.18762 -6.19261 -0.66434 0.6031
O 0.98257 -6.92798 -0.70963 -0.1958
O 3.32973 -6.68434 -0.00707 -0.1866
O 2.57463 -5.75867 -2.15448 -0.1796
H 3.70441 -4.18456 -2.71355 0.1349
H 1.94721 -4.06420 -3.07572 0.1239
H 1.70716 -2.92537 -1.10803 0.1010
H 3.36251 -3.31825 -0.51044 0.1227

Record 2
82
Properties=species:S:1:pos:R:3:lowdin_charge:R:1 method="wB97M-V/def2-TZVPD" e_homo_ev="-6.6 / -6.8" e_above_lowest_kj_mol=85.2 multiplicity=2 max_force_ev_per_a=2.87 total_charge=0
Sc 11.73214 9.66207 10.54947 0.5066
S 8.73241 10.27358 13.86318 -0.1850
Sb 10.57231 11.47410 13.36332 0.3632
S 12.22290 9.46933 13.35109 0.0141
S 10.25820 11.53221 10.97719 -0.0987
S 14.03884 10.38482 13.45524 0.4039
N 9.60890 8.82558 9.60302 0.0103
C 9.22247 7.87361 10.69137 -0.2925
C 7.96794 7.06179 10.31670 -0.1540
C 6.65484 7.87870 10.46682 -0.1433
C 6.57898 9.03843 11.53052 -0.1483
N 6.22372 8.68188 12.94087 0.0697
C 6.89662 7.89017 13.75474 -0.5343
N 6.75327 8.00048 15.07726 0.1775
N 7.69290 6.91108 13.29582 0.2513
C 10.40064 7.03819 11.13363 -0.6082
O 10.13135 6.03529 11.76799 0.0601
O 11.52979 7.58475 10.84608 -0.1499
H 8.96439 9.58215 9.43184 0.0481
H 9.76322 8.40994 8.71598 0.0838
H 9.03542 8.54781 11.49861 0.0724
H 7.97998 6.11947 10.84834 0.0907
H 7.95079 6.70165 9.27572 0.1273
H 5.78917 7.18562 10.66679 0.1280
H 6.43032 8.33724 9.51555 0.0966
H 5.72870 9.64756 11.22977 0.1164
H 7.46963 9.68464 11.61106 0.0449
H 5.60167 9.33707 13.39140 0.1487
H 6.83242 8.92205 15.38893 0.0483
H 7.29232 7.36908 15.65294 0.1251
H 7.78484 6.69415 12.34966 0.0345
H 8.45752 6.69647 13.87989 0.1165
O 12.23084 9.70382 8.43536 -0.2060
N 13.43652 9.17465 8.17843 -0.1565
C 14.22312 9.96098 7.42536 0.0239
C 15.40024 9.42696 6.91886 -0.0359
C 15.71949 8.12215 7.17473 -0.0629
C 14.94857 7.33650 8.04116 0.0013
C 13.78935 7.92294 8.54229 0.0189
H 13.83530 10.95330 7.23604 0.1212
H 16.08034 10.10735 6.39860 0.1246
H 16.70532 7.70782 6.83704 0.1310
H 15.18160 6.32851 8.30807 0.1130
H 13.07277 7.41682 9.15558 0.1176
C 14.46414 12.30250 11.43922 -0.0910
C 14.48368 10.77754 11.57080 -0.9069
C 15.87626 10.27193 11.26616 -0.0849
O 13.57530 10.16712 10.79106 -0.3573
H 14.98049 12.66238 10.52920 0.0835
H 14.96335 12.79043 12.28029 0.0715
H 13.40688 12.62353 11.40538 0.0705
H 15.98669 10.30599 10.14633 0.0913
H 16.02965 9.24938 11.53569 0.0648
H 16.65089 10.90299 11.68762 0.0790
C 13.21157 14.87307 7.65745 -0.1044
C 13.29521 13.67559 6.72899 -0.2535
C 11.85638 13.14249 6.36005 -0.2845
C 11.20452 12.33834 7.46374 -0.3974
Ge 9.28539 12.85985 7.84851 0.9351
C 8.18270 12.88462 6.19896 -0.3922
C 6.95956 13.82025 6.38732 -0.2897
C 5.78582 13.15381 7.21610 -0.2664
C 5.91340 12.99691 8.70788 -0.1422
H 14.16578 14.93804 8.12741 0.0584
H 12.51611 14.73551 8.47279 0.0745
H 13.03318 15.73125 7.04213 0.0693
H 13.89110 12.93096 7.18881 0.0549
H 13.80277 14.03070 5.79118 0.1173
H 11.87497 12.59424 5.43018 0.0935
H 11.27284 14.01972 6.09853 0.0815
H 11.77902 12.40748 8.40166 0.0364
H 11.12038 11.29036 7.24172 0.0196
H 9.07199 14.36617 8.31263 -0.0452
H 7.92175 11.92044 5.76232 0.0506
H 8.79191 13.26013 5.36273 0.0516
H 6.57495 14.09326 5.43714 0.0792
H 7.21814 14.74629 6.84880 0.0670
H 5.63619 12.14332 6.82476 0.0970
H 4.85823 13.66441 6.98720 0.0940
H 6.75914 12.41498 9.04726 0.0198
H 5.03048 12.44461 9.00075 0.0610
H 5.88568 13.95316 9.24029 0.0800

Record 3
86
Properties=species:S:1:pos:R:3:lowdin_charge:R:1 method="wB97M-V/def2-TZVPD" e_homo_ev=-7.4 e_above_lowest_kj_mol=109.6 max_force_ev_per_a=2.46 total_charge=0
Hg 12.05893 -9.72387 -5.13048 1.2126
O 15.45956 -11.98602 -4.32402 0.0875
C 14.39481 -11.41215 -4.93277 -0.8052
O 13.47126 -12.12923 -5.37873 -0.0389
O 14.34918 -10.14161 -4.93949 -0.0879
H 15.89897 -11.22776 -3.90581 0.1119
C 9.43309 -7.57841 -5.64167 -0.3426
O 10.08189 -8.73645 -5.29643 -0.4202
H 8.75280 -7.69069 -6.50425 0.0621
H 8.83122 -7.11406 -4.84328 0.0552
H 10.14454 -6.80162 -5.99412 0.0441
C 9.15620 -13.45616 -2.56203 -0.2240
C 7.81355 -12.88188 -3.02351 -0.2105
C 8.01130 -12.10039 -4.33522 -0.1942
S 9.60877 -12.66366 -5.01755 0.7130
O 10.59667 -11.62754 -4.81801 -0.3672
O 9.40842 -13.24416 -6.32873 -0.3181
C 9.86967 -13.98384 -3.80665 -0.1981
H 9.04398 -14.19571 -1.77061 0.1156
H 9.71632 -12.62866 -2.12157 0.0942
H 7.31964 -12.29411 -2.25107 0.1125
H 7.10322 -13.67398 -3.27331 0.1125
H 8.08702 -11.00963 -4.28059 0.1016
H 7.18610 -12.19295 -5.04041 0.1030
H 10.93073 -14.21750 -3.76249 0.1119
H 9.34021 -14.83224 -4.24249 0.1059
C 14.07378 -13.02527 -8.79349 -0.1977
C 12.76954 -13.74307 -9.24519 -0.2046
C 11.63606 -13.01404 -8.54037 -0.2238
S 12.02760 -11.26103 -8.73300 0.7196
O 11.78120 -10.51975 -7.50869 -0.3846
O 11.55094 -10.79291 -10.03199 -0.3297
C 13.83588 -11.51780 -8.83131 -0.2089
H 14.99295 -13.35364 -9.27378 0.1112
H 14.19389 -13.29828 -7.74164 0.1022
H 12.81702 -14.77624 -8.90197 0.1114
H 12.74525 -13.74859 -10.33459 0.1127
H 11.69292 -13.13204 -7.45711 0.0840
H 10.60870 -13.23456 -8.81580 0.1049
H 14.23218 -11.00174 -7.95333 0.0866
H 14.19891 -10.84854 -9.61300 0.0938
C 12.53115 -4.73175 -1.38866 -0.2090
C 11.52941 -4.23829 -2.42716 -0.2421
C 11.03293 -5.43776 -3.19156 -0.2005
S 12.62773 -6.27104 -3.60832 0.7066
O 13.22254 -5.47178 -4.65446 -0.3106
O 12.44180 -7.69728 -3.67306 -0.3738
C 13.42139 -5.80611 -2.05164 -0.2007
H 11.91524 -5.14684 -0.58198 0.1098
H 13.08279 -3.96828 -0.84125 0.1125
H 11.95175 -3.44101 -3.03770 0.1187
H 10.65131 -3.83599 -1.91101 0.1155
H 10.48104 -5.26539 -4.11032 0.0943
H 10.58183 -6.25102 -2.61923 0.1100
H 14.43067 -5.45033 -2.25849 0.1063
H 13.58129 -6.66292 -1.39843 0.0761
C 11.52045 -5.89467 -9.11962 -0.1859
C 12.34438 -5.15609 -8.01342 -0.2264
C 13.65747 -5.88427 -7.93764 -0.2279
S 13.20851 -7.61643 -7.95963 0.6999
O 12.96511 -8.04213 -6.60189 -0.3836
O 14.09311 -8.36673 -8.82487 -0.3102
C 11.61324 -7.39796 -8.78498 -0.1960
H 11.91651 -5.68339 -10.10975 0.1116
H 10.50386 -5.51846 -9.01990 0.1113
H 11.80897 -5.08184 -7.06648 0.0980
H 12.42627 -4.11767 -8.34510 0.1137
H 14.38205 -5.69243 -7.15237 0.1051
H 14.13295 -5.73419 -8.91235 0.1087
H 10.85355 -7.73893 -8.08287 0.0893
H 11.59574 -7.99674 -9.69235 0.0957
C 11.59432 -11.05499 0.77251 -0.2038
C 12.20971 -12.23650 0.00121 -0.2183
C 13.42609 -11.68515 -0.75086 -0.1988
S 12.85374 -10.09506 -1.42558 0.7131
O 12.22066 -10.35765 -2.71000 -0.3662
O 13.88024 -9.09606 -1.25087 -0.3126
C 11.49760 -9.88018 -0.20058 -0.2009
H 12.35786 -10.75978 1.49594 0.1172
H 10.63750 -11.35639 1.18555 0.1160
H 11.52189 -12.66473 -0.72923 0.0941
H 12.46390 -13.03005 0.70278 0.1162
H 13.90129 -12.21723 -1.57256 0.1073
H 14.17584 -11.49354 0.02011 0.1065
H 10.52936 -9.88854 -0.69843 0.1042
H 11.70137 -8.90275 0.23342 0.0956